No. 1
{"formula": "C3H2ClNO2", "method": "ωB97M-V with the def2-TZVPD basis set", "species": ["Cl", "O", "O", "N", "C", "C", "C", "H", "H"], "coordinates": [[-1.694, 0.213, 1.085], [-0.013, 1.761, -2.865], [-0.964, 2.583, -1.009], [1.369, -1.878, 1.765], [0.612, -1.141, 1.196], [-0.465, 2.167, -1.915], [-0.195, -0.499, 0.438], [1.297, -2.803, 1.885], [0.053, -0.402, -0.580]], "relative_energy_kj_mol": 125.6, "smiles": "N=C=CCl.O=C=O"}

No. 2
{"formula": "C21H39AuCl3N7O3Si", "method": "ωB97M-V with the def2-TZVPD basis set", "species": ["Au", "Cl", "Cl", "Cl", "Si", "O", "O", "O", "N", "N", "N", "N", "N", "N", "N", "C", "C", "C", "C", "C", "C", "C", "C", "C", "C", "C", "C", "C", "C", "C", "C", "C", "C", "C", "C", "C", "H", "H", "H", "H", "H", "H", "H", "H", "H", "H", "H", "H", "H", "H", "H", "H", "H", "H", "H", "H", "H", "H", "H", "H", "H", "H", "H", "H", "H", "H", "H", "H", "H", "H", "H", "H", "H", "H", "H"], "coordinates": [[0.525, 1.312, 1.165], [-3.863, -0.109, -0.038], [-0.233, 1.125, -2.278], [1.055, 3.274, 0.157], [-0.355, 3.173, -2.629], [-0.654, 2.873, 3.820], [3.486, -0.032, 0.610], [0.179, -1.211, -1.353], [0.259, -0.190, 2.492], [2.901, -1.762, -0.822], [-0.720, -1.067, 4.285], [1.349, -1.395, 5.440], [1.262, -0.744, 3.217], [0.635, -1.284, 4.266], [-0.378, 4.923, 2.749], [2.989, -3.189, -1.072], [-0.460, -4.473, 2.464], [3.319, -1.221, 0.377], [-1.035, -4.096, -2.352], [-1.703, -4.239, 1.861], [1.481, 3.582, -2.863], [-0.908, -0.444, 3.137], [-0.931, 3.683, 2.937], [-1.184, 3.451, -4.319], [2.837, -0.933, -2.015], [-1.265, -4.959, -3.540], [-1.812, -3.316, 0.815], [-1.295, -2.781, -2.264], [-0.652, -2.762, 0.250], [-1.174, 5.994, 2.153], [0.633, -3.673, 2.105], [0.755, 5.333, 3.544], [-1.615, 3.853, -1.385], [0.517, -2.800, 1.022], [-0.604, -2.132, -1.116], [-1.957, -1.972, -3.334], [-0.637, -4.600, -1.469], [-1.362, -4.443, -4.505], [-1.561, -0.952, -3.298], [-3.049, -1.924, -3.203], [-1.673, 3.236, -0.473], [1.300, 6.123, 3.021], [3.540, -2.006, 1.133], [-2.582, -4.792, 2.213], [-2.787, -3.061, 0.395], [3.735, -1.118, -2.630], [1.633, 3.737, -3.943], [1.422, 4.486, 3.703], [2.057, -3.555, -1.516], [1.587, -3.776, 2.627], [-0.508, 6.766, 1.727], [1.338, -2.159, 0.710], [-1.328, 4.526, -4.523], [-2.163, 2.953, -4.358], [3.188, -3.724, -0.139], [-1.799, 5.559, 1.358], [-0.426, -5.663, -3.596], [1.807, 4.482, -2.324], [-1.383, 4.894, -1.110], [3.789, -3.381, -1.795], [-0.550, 3.025, -5.108], [2.119, 2.729, -2.575], [0.831, -1.965, 6.096], [-0.374, -5.193, 3.282], [-1.913, -0.251, 2.773], [0.450, 5.730, 4.520], [-1.780, -2.425, -4.317], [-1.689, 3.469, 2.158], [1.951, -1.236, -2.591], [-1.836, 6.466, 2.907], [2.296, -1.691, 5.223], [-2.168, -5.564, -3.399], [-2.976, -0.464, -0.888], [2.732, 0.123, -1.727], [-2.619, 3.842, -1.845]], "s2": 2.0303, "relative_energy_kj_mol": 193.8, "spin_multiplicity": 3}

No. 3
{"formula": "C24H27ClCsN4O6", "method": "ωB97M-V with the def2-TZVPD basis set", "species": ["Cs", "Cl", "O", "O", "O", "O", "O", "O", "N", "N", "N", "N", "C", "C", "C", "C", "C", "C", "C", "C", "C", "C", "C", "C", "C", "C", "C", "C", "C", "C", "C", "C", "C", "C", "C", "C", "H", "H", "H", "H", "H", "H", "H", "H", "H", "H", "H", "H", "H", "H", "H", "H", "H", "H", "H", "H", "H", "H", "H", "H", "H", "H", "H"], "coordinates": [[0.167, 2.352, -1.189], [-0.171, 4.901, -3.027], [5.374, 3.527, -1.732], [0.470, 5.353, -1.800], [-0.494, 6.018, -3.849], [5.437, 3.238, -3.947], [-1.377, 4.155, -2.687], [0.747, 4.009, -3.706], [3.564, 5.350, -1.724], [-1.753, -2.254, 0.189], [-0.817, -0.250, -0.596], [-0.973, -0.689, 1.703], [-2.261, -0.306, -3.996], [-1.636, -4.656, 3.007], [-0.132, 0.261, 2.398], [-0.169, 0.104, 3.799], [-0.181, -1.548, -2.587], [-3.931, -4.241, 2.441], [-2.070, -0.038, -2.649], [-1.052, -0.670, -1.920], [-2.155, -3.133, 1.235], [-1.014, -0.936, 4.494], [-2.984, -4.887, 3.223], [-0.390, -1.798, -3.941], [-3.512, -3.359, 1.459], [3.920, 4.885, -3.059], [-1.189, -3.787, 2.011], [0.607, 0.966, 4.563], [-1.145, -1.005, 0.396], [-1.423, -1.197, -4.648], [0.620, 1.218, 1.724], [4.970, 3.782, -2.981], [0.960, -2.201, -1.859], [1.381, 1.948, 3.957], [1.365, 2.057, 2.569], [0.279, -3.557, 1.799], [-2.280, -2.322, -0.668], [4.358, 5.664, -3.685], [1.348, -1.558, -1.065], [-0.743, -1.961, 4.215], [-3.057, 0.196, -4.533], [1.771, -2.452, -2.543], [-0.896, -5.168, 3.614], [0.861, -4.434, 2.082], [3.749, 6.332, -1.596], [4.863, 4.156, -1.178], [0.627, -3.132, -1.388], [0.494, -3.302, 0.761], [-1.552, -1.404, -5.703], [-2.699, 0.690, -2.147], [-4.227, -2.818, 0.847], [-2.085, -0.826, 4.275], [0.620, -2.706, 2.399], [-3.298, -5.575, 4.001], [3.051, 4.516, -3.600], [0.594, 0.863, 5.645], [-1.480, -1.298, 2.320], [-4.989, -4.409, 2.602], [1.977, 2.627, 4.560], [2.585, 5.199, -1.547], [-0.907, -0.861, 5.576], [1.988, 2.842, 2.134], [0.293, -2.470, -4.451]], "charge": -1, "relative_energy_kj_mol": 15.7}

No. 4
{"formula": "C19H54BClInO8", "method": "ωB97M-V with the def2-TZVPD basis set", "species": ["In", "Cl", "O", "O", "O", "O", "O", "O", "O", "O", "C", "C", "C", "C", "C", "C", "C", "C", "C", "C", "C", "C", "C", "C", "C", "C", "C", "C", "C", "B", "H", "H", "H", "H", "H", "H", "H", "H", "H", "H", "H", "H", "H", "H", "H", "H", "H", "H", "H", "H", "H", "H", "H", "H", "H", "H", "H", "H", "H", "H", "H", "H", "H", "H", "H", "H", "H", "H", "H", "H", "H", "H", "H", "H", "H", "H", "H", "H", "H", "H", "H", "H", "H", "H"], "coordinates": [[0.632, 3.193, -1.817], [-0.031, 1.919, 0.226], [4.268, 3.201, -2.238], [3.821, 2.455, -0.020], [2.692, 2.286, 3.244], [-2.280, 4.075, -4.491], [-5.680, -0.028, -4.567], [6.380, 1.067, 7.161], [-0.598, -5.995, -0.655], [-1.543, -1.494, 1.525], [-2.238, 2.290, -6.115], [2.407, 4.345, -1.038], [-2.138, -7.447, -1.829], [5.025, 2.541, 3.805], [6.244, 2.018, 8.215], [-2.903, 2.854, -4.868], [-1.974, -6.337, -0.801], [0.057, -2.932, 0.414], [3.972, 0.269, 3.598], [3.755, 1.722, 3.995], [7.474, 1.987, 9.111], [-7.636, -0.914, -3.455], [-1.713, -1.702, -0.871], [-4.397, 3.044, -5.076], [-7.001, -0.518, -4.780], [-6.982, -1.682, -5.759], [-1.366, -2.395, 0.437], [6.004, 3.409, 7.647], [-2.563, -6.730, 0.545], [3.523, 3.333, -1.085], [-1.615, -2.382, -1.722], [7.375, 2.683, 9.945], [3.333, 1.630, -0.185], [0.194, -3.647, -0.395], [-0.127, -6.773, -0.335], [4.767, -0.190, 4.190], [0.293, -3.426, 1.358], [-2.399, 4.712, -5.204], [4.968, 2.556, -2.059], [-2.675, 1.330, -6.398], [5.371, 1.702, 8.786], [-4.585, 3.760, -5.885], [-7.641, -0.069, -2.767], [-2.354, 2.983, -6.954], [-2.050, -7.610, 0.943], [-1.711, -7.147, -2.786], [-1.170, 2.154, -5.945], [2.930, 2.258, 2.307], [-6.525, -1.380, -6.702], [8.367, 2.258, 8.541], [3.443, 1.769, 5.040], [6.852, 3.723, 7.032], [7.145, 1.321, 6.632], [2.607, 5.208, -1.655], [-2.735, -1.321, -0.844], [4.243, 0.203, 2.541], [-2.061, -3.220, 0.614], [3.055, -0.304, 3.737], [-2.464, -5.432, -1.162], [5.121, 3.414, 7.008], [7.631, 0.985, 9.510], [1.175, 2.020, -3.032], [5.324, 2.544, 2.754], [-7.556, 0.314, -5.215], [-4.859, 3.444, -4.173], [-7.063, -1.716, -2.983], [0.771, -2.113, 0.286], [5.846, 2.140, 4.403], [2.188, 4.639, -0.025], [-2.437, -5.922, 1.266], [-6.389, -2.508, -5.356], [-1.612, -8.349, -1.503], [-0.676, 4.230, -2.351], [-7.989, -2.048, -5.961], [-5.157, -0.739, -4.179], [-3.189, -7.697, -1.980], [-4.879, 2.101, -5.325], [-1.052, -0.847, -1.030], [5.864, 4.143, 8.442], [-2.738, 2.175, -4.031], [4.855, 3.579, 4.095], [-3.626, -6.960, 0.461], [-8.662, -1.258, -3.593], [-0.937, -0.754, 1.384]], "charge": -1, "relative_energy_kj_mol": 46.3}

No. 5
{"formula": "C50H61MoN3P2S5SbSi3", "method": "ωB97M-V with the def2-TZVPD basis set", "species": ["Sb", "Mo", "S", "S", "S", "S", "S", "P", "P", "Si", "Si", "Si", "N", "N", "N", "C", "C", "C", "C", "C", "C", "C", "C", "C", "C", "C", "C", "C", "C", "C", "C", "C", "C", "C", "C", "C", "C", "C", "C", "C", "C", "C", "C", "C", "C", "C", "C", "C", "C", "C", "C", "C", "C", "C", "C", "C", "C", "C", "C", "C", "C", "C", "C", "C", "C", "H", "H", "H", "H", "H", "H", "H", "H", "H", "H", "H", "H", "H", "H", "H", "H", "H", "H", "H", "H", "H", "H", "H", "H", "H", "H", "H", "H", "H", "H", "H", "H", "H", "H", "H", "H", "H", "H", "H", "H", "H", "H", "H", "H", "H", "H", "H", "H", "H", "H", "H", "H", "H", "H", "H", "H", "H", "H", "H", "H", "H"], "coordinates": [[-0.337, 2.858, 2.458], [-0.007, -0.077, 0.235], [-4.355, -1.953, 2.161], [-0.158, -1.043, 2.376], [-2.285, -2.103, 4.211], [-2.497, -0.784, 0.122], [-5.078, -2.826, 4.908], [2.052, -1.610, -0.468], [-0.554, -2.124, -0.962], [2.382, 4.085, 3.376], [-2.903, 2.339, 0.480], [2.346, 1.180, 4.417], [1.038, -2.506, -1.498], [0.331, 3.591, -0.306], [1.802, 1.300, 0.570], [-1.411, -6.396, 0.538], [4.688, -0.934, -1.096], [-1.711, -6.040, -0.768], [5.728, -0.592, -1.943], [-1.806, -1.464, 2.653], [2.284, 5.212, 1.864], [4.245, -0.740, -3.829], [2.450, 1.913, 1.597], [2.507, 2.274, 5.958], [2.774, -2.706, 1.998], [-0.718, -4.138, 0.980], [1.407, -3.766, -2.138], [-1.483, -1.879, -2.511], [1.181, 4.776, 4.671], [4.545, -4.553, 0.946], [-2.824, -2.246, -2.642], [2.334, 1.408, -0.666], [-1.043, -3.765, -0.322], [3.417, -1.189, -1.610], [1.807, 2.268, 2.892], [-3.539, -1.883, -3.772], [-2.929, -1.141, -4.775], [-4.058, 1.636, 1.799], [3.529, 2.000, -0.970], [4.309, 2.421, 0.101], [2.949, -2.777, 0.619], [-1.049, 1.789, 0.636], [4.161, 4.218, 4.042], [-0.559, 1.949, -1.802], [-2.893, 4.226, 0.678], [3.769, 2.360, 1.359], [3.201, -1.076, -2.979], [1.456, -0.286, 5.238], [-0.401, 2.477, -0.504], [-3.978, -2.316, 3.831], [-0.880, -1.135, -3.524], [0.017, 2.601, -2.883], [-1.598, -0.771, -4.653], [4.349, -4.486, 2.320], [5.509, -0.498, -3.312], [-1.297, 1.796, 4.087], [3.462, -3.561, 2.846], [4.048, 0.476, 3.951], [3.852, -3.708, 0.098], [0.740, 3.759, -2.661], [-3.640, 2.028, -1.240], [0.869, 4.205, -1.351], [-2.765, -1.395, 1.707], [-1.528, -4.737, -1.201], [-0.910, -5.442, 1.411], [3.245, 1.800, 6.611], [-0.660, -5.714, 2.428], [2.826, 3.301, 5.799], [1.191, 4.307, -3.476], [3.311, -3.502, 3.916], [5.304, 2.817, -0.058], [0.480, 5.463, 4.196], [-1.585, 0.787, 3.813], [-3.217, 2.701, -1.987], [-4.713, 2.233, -1.186], [-4.703, 2.441, 2.157], [-2.935, 4.521, 1.729], [-1.204, 1.089, -1.952], [1.430, 5.107, -1.126], [4.836, 4.621, 3.284], [-2.184, 2.356, 4.380], [1.448, -4.594, -1.426], [4.859, -1.014, -0.029], [-0.126, 2.218, -3.887], [0.666, -4.000, -2.903], [-3.762, 4.659, 0.178], [4.342, 2.713, 2.203], [5.251, -5.263, 0.534], [-3.545, 1.210, 2.662], [4.900, -5.143, 2.981], [4.832, 1.236, 3.937], [-1.754, -4.481, -2.226], [1.720, 5.332, 5.442], [1.735, 1.010, -1.472], [3.015, 4.954, 1.097], [-2.084, -6.786, -1.458], [0.158, -0.839, -3.423], [6.327, -0.241, -3.972], [2.217, -1.268, -3.388], [-1.557, -7.417, 0.866], [2.380, -3.661, -2.619], [0.373, -0.195, 5.303], [1.289, 5.171, 1.419], [6.712, -0.395, -1.537], [4.582, 3.278, 4.401], [4.337, -0.273, 4.692], [-3.310, -2.804, -1.854], [1.566, 2.303, 6.512], [4.067, -0.673, -4.894], [-0.289, -3.421, 1.661], [-4.699, 0.864, 1.373], [1.686, -1.247, 4.782], [2.476, 6.242, 2.173], [-1.121, -0.189, -5.430], [0.597, 4.002, 5.171], [-1.999, 4.677, 0.245], [-4.580, -2.163, -3.861], [4.048, -0.014, 2.976], [3.852, 2.081, -1.998], [-3.497, -0.849, -5.649], [-0.611, 1.759, 4.933], [1.842, -0.313, 6.262], [4.178, 4.916, 4.883], [-3.526, 1.003, -1.594], [2.111, -1.961, 2.406], [4.027, -3.766, -0.968]], "charge": 1, "relative_energy_kj_mol": 0.0}

No. 6
{"formula": "C13H26O3PS", "method": "ωB97M-V with the def2-TZVPD basis set", "species": ["S", "P", "O", "O", "O", "C", "C", "C", "C", "C", "C", "C", "C", "C", "C", "C", "C", "C", "H", "H", "H", "H", "H", "H", "H", "H", "H", "H", "H", "H", "H", "H", "H", "H", "H", "H", "H", "H", "H", "H", "H", "H", "H", "H"], "coordinates": [[-0.201, 0.201, -0.566], [-0.043, 1.110, -2.557], [-0.923, -5.253, -0.258], [0.196, 2.864, 3.255], [-0.578, 2.950, 5.340], [1.392, 2.337, 1.281], [1.448, -0.024, 0.144], [-1.111, -5.587, 1.122], [0.464, 1.774, 2.348], [0.592, 2.836, -2.364], [-1.841, 1.362, -2.994], [-0.660, 2.492, 4.247], [-0.687, -1.376, -0.926], [2.181, 1.288, 0.476], [0.165, -5.387, 1.916], [-1.255, -2.422, -1.076], [-2.860, 1.054, -1.879], [2.108, 2.979, -2.614], [0.862, 3.049, 0.645], [2.082, -0.664, -0.470], [-2.070, 0.805, -3.901], [2.288, 3.459, -3.572], [0.064, 3.404, -3.133], [-1.903, -4.942, 1.499], [-2.966, -0.025, -1.762], [2.658, 2.043, -2.539], [0.014, -5.630, 2.968], [0.907, 0.945, 2.906], [-2.622, 1.543, -0.935], [-0.236, -5.828, -0.608], [2.608, 1.685, -0.443], [2.130, 2.939, 1.816], [1.286, -0.570, 1.076], [0.967, -6.019, 1.527], [-1.473, 1.783, 4.018], [2.512, 3.653, -1.855], [0.503, -4.352, 1.840], [-0.500, 1.492, 1.913], [-1.451, -6.624, 1.194], [-1.535, -3.420, -1.352], [0.259, 3.256, -1.411], [-3.850, 1.408, -2.173], [3.030, 0.990, 1.097], [-1.948, 2.423, -3.238]], "e_tot_ha": -1475.8229, "charge": 1}

No. 7
{"formula": "C3H8O2S", "method": "ωB97M-V with the def2-TZVPD basis set", "species": ["S", "O", "O", "C", "C", "C", "H", "H", "H", "H", "H", "H", "H", "H"], "coordinates": [[-2.395, -1.873, -1.276], [3.190, 3.087, 1.281], [1.090, 1.585, 0.952], [1.002, 0.236, 0.397], [-0.526, -0.221, 0.153], [-0.659, -1.563, -0.602], [1.538, 0.123, -0.555], [1.934, 2.241, 1.003], [-0.067, -1.707, -1.480], [-0.365, -2.395, 0.069], [-1.007, 0.584, -0.479], [-1.034, -0.221, 1.140], [1.525, -0.356, 1.205], [2.648, 3.601, 1.960]], "charge": -2, "relative_energy_kj_mol": 65.1}